Density functional theory data (ωB97M-V/def2-TZVPD) for a cluster of 2 separate species, C7H16O in total at a distorted geometry.

XYZ file:
```
24
C7H16O (ωB97M-V/def2-TZVPD)
O 0.22 -1.46 -2.53
C 2.21 0.36 0.63
C -2.19 0.64 -1.90
C -1.54 0.33 -0.56
C 0.11 -0.10 1.80
C 0.62 -0.59 3.11
C 0.00 0.90 -0.47
C 0.69 0.38 0.67
H 2.58 1.17 1.35
H -0.32 1.88 -0.28
H 0.36 0.70 -1.42
H 0.42 -0.04 4.03
H 1.72 -0.39 3.10
H -3.17 0.40 -2.32
H -2.04 0.78 0.15
H -0.40 -2.02 -3.17
H 0.54 -1.74 3.20
H -1.46 -0.82 -0.25
H 2.53 -0.57 1.00
H 2.75 0.78 -0.32
H 0.03 -1.78 -1.68
H -1.04 -0.08 1.91
H -1.53 0.19 -2.60
H -2.17 1.68 -2.16
```

Values from the calculation:
- ΔE to the lowest compared entry with this formula, charge and spin: 186.18 kJ/mol
- E: -351.13044 Eh
- <S²>: 0.7525
- Total charge: +1
- Largest force on an atom: 6.601 eV Å⁻¹
- Multiplicity: 2
- Highest occupied orbital energy (spin up / spin down): -14.71 / -14.71 eV

Per-atom Löwdin charges, elementary charge units:
1 O -0.075
2 C 0.011
3 C -0.085
4 C -0.199
5 C 0.017
6 C -0.033
7 C -0.088
8 C -0.180
9 H 0.142
10 H 0.147
11 H 0.090
12 H 0.106
13 H 0.081
14 H 0.099
15 H 0.034
16 H 0.142
17 H 0.148
18 H 0.149
19 H 0.077
20 H 0.149
21 H -0.013
22 H 0.163
23 H 0.040
24 H 0.077

---

Density functional theory data (ωB97M-V/def2-TZVPD) for a structure of composition C7H16O2 at a distorted geometry.

XYZ file:
```
25
C7H16O2 (ωB97M-V/def2-TZVPD)
O 0.15 0.17 -1.89
O 1.50 0.13 -2.34
C -1.15 0.38 2.67
C -1.07 0.37 1.17
C 0.80 0.52 0.81
C -1.52 -0.92 0.54
C -1.70 1.59 0.53
C 3.06 -1.46 -3.05
C 1.81 -1.10 -2.83
H -0.68 1.26 3.10
H -1.35 2.50 1.01
H -2.79 1.54 0.65
H -1.47 1.61 -0.53
H 1.14 -0.25 1.50
H 1.65 0.40 0.13
H 3.29 -2.45 -3.40
H 0.99 1.46 1.31
H 0.34 0.61 -0.74
H -1.25 -0.94 -0.51
H -0.69 -0.51 3.10
H -2.61 -1.00 0.59
H 3.89 -0.78 -2.87
H 0.95 -1.74 -2.97
H -2.21 0.37 2.97
H -1.08 -1.78 1.04
```

Values from the calculation:
- ΔE to the lowest compared entry with this formula, charge and spin: 656.15 kJ/mol
- E: -426.56594 Eh
- Largest force on an atom: 4.270 eV Å⁻¹
- Highest occupied orbital energy: -8.47 eV

Per-atom Löwdin charges, elementary charge units:
1 O -0.173
2 O -0.151
3 C -0.075
4 C -0.510
5 C -0.032
6 C -0.070
7 C -0.071
8 C 0.009
9 C -0.237
10 H 0.084
11 H 0.087
12 H 0.093
13 H 0.078
14 H 0.064
15 H 0.066
16 H 0.045
17 H 0.058
18 H 0.141
19 H 0.069
20 H 0.084
21 H 0.091
22 H 0.055
23 H 0.112
24 H 0.096
25 H 0.087

---

- Number 2 is which compound?
  C7H16O2

---

Copy entry 1 word for word.
Density functional theory data (ωB97M-V/def2-TZVPD) for a cluster of 2 separate species, C7H16O in total at a distorted geometry.

XYZ file:
```
24
C7H16O (ωB97M-V/def2-TZVPD)
O 0.22 -1.46 -2.53
C 2.21 0.36 0.63
C -2.19 0.64 -1.90
C -1.54 0.33 -0.56
C 0.11 -0.10 1.80
C 0.62 -0.59 3.11
C 0.00 0.90 -0.47
C 0.69 0.38 0.67
H 2.58 1.17 1.35
H -0.32 1.88 -0.28
H 0.36 0.70 -1.42
H 0.42 -0.04 4.03
H 1.72 -0.39 3.10
H -3.17 0.40 -2.32
H -2.04 0.78 0.15
H -0.40 -2.02 -3.17
H 0.54 -1.74 3.20
H -1.46 -0.82 -0.25
H 2.53 -0.57 1.00
H 2.75 0.78 -0.32
H 0.03 -1.78 -1.68
H -1.04 -0.08 1.91
H -1.53 0.19 -2.60
H -2.17 1.68 -2.16
```

Values from the calculation:
- ΔE to the lowest compared entry with this formula, charge and spin: 186.18 kJ/mol
- E: -351.13044 Eh
- <S²>: 0.7525
- Total charge: +1
- Largest force on an atom: 6.601 eV Å⁻¹
- Multiplicity: 2
- Highest occupied orbital energy (spin up / spin down): -14.71 / -14.71 eV

Per-atom Löwdin charges, elementary charge units:
1 O -0.075
2 C 0.011
3 C -0.085
4 C -0.199
5 C 0.017
6 C -0.033
7 C -0.088
8 C -0.180
9 H 0.142
10 H 0.147
11 H 0.090
12 H 0.106
13 H 0.081
14 H 0.099
15 H 0.034
16 H 0.142
17 H 0.148
18 H 0.149
19 H 0.077
20 H 0.149
21 H -0.013
22 H 0.163
23 H 0.040
24 H 0.077

---

Please write out number 1 again, unchanged.
Density functional theory data (ωB97M-V/def2-TZVPD) for a cluster of 2 separate species, C7H16O in total at a distorted geometry.

XYZ file:
```
24
C7H16O (ωB97M-V/def2-TZVPD)
O 0.22 -1.46 -2.53
C 2.21 0.36 0.63
C -2.19 0.64 -1.90
C -1.54 0.33 -0.56
C 0.11 -0.10 1.80
C 0.62 -0.59 3.11
C 0.00 0.90 -0.47
C 0.69 0.38 0.67
H 2.58 1.17 1.35
H -0.32 1.88 -0.28
H 0.36 0.70 -1.42
H 0.42 -0.04 4.03
H 1.72 -0.39 3.10
H -3.17 0.40 -2.32
H -2.04 0.78 0.15
H -0.40 -2.02 -3.17
H 0.54 -1.74 3.20
H -1.46 -0.82 -0.25
H 2.53 -0.57 1.00
H 2.75 0.78 -0.32
H 0.03 -1.78 -1.68
H -1.04 -0.08 1.91
H -1.53 0.19 -2.60
H -2.17 1.68 -2.16
```

Values from the calculation:
- ΔE to the lowest compared entry with this formula, charge and spin: 186.18 kJ/mol
- E: -351.13044 Eh
- <S²>: 0.7525
- Total charge: +1
- Largest force on an atom: 6.601 eV Å⁻¹
- Multiplicity: 2
- Highest occupied orbital energy (spin up / spin down): -14.71 / -14.71 eV

Per-atom Löwdin charges, elementary charge units:
1 O -0.075
2 C 0.011
3 C -0.085
4 C -0.199
5 C 0.017
6 C -0.033
7 C -0.088
8 C -0.180
9 H 0.142
10 H 0.147
11 H 0.090
12 H 0.106
13 H 0.081
14 H 0.099
15 H 0.034
16 H 0.142
17 H 0.148
18 H 0.149
19 H 0.077
20 H 0.149
21 H -0.013
22 H 0.163
23 H 0.040
24 H 0.077

---

Copy entry 2 word for word.
Density functional theory data (ωB97M-V/def2-TZVPD) for a structure of composition C7H16O2 at a distorted geometry.

XYZ file:
```
25
C7H16O2 (ωB97M-V/def2-TZVPD)
O 0.15 0.17 -1.89
O 1.50 0.13 -2.34
C -1.15 0.38 2.67
C -1.07 0.37 1.17
C 0.80 0.52 0.81
C -1.52 -0.92 0.54
C -1.70 1.59 0.53
C 3.06 -1.46 -3.05
C 1.81 -1.10 -2.83
H -0.68 1.26 3.10
H -1.35 2.50 1.01
H -2.79 1.54 0.65
H -1.47 1.61 -0.53
H 1.14 -0.25 1.50
H 1.65 0.40 0.13
H 3.29 -2.45 -3.40
H 0.99 1.46 1.31
H 0.34 0.61 -0.74
H -1.25 -0.94 -0.51
H -0.69 -0.51 3.10
H -2.61 -1.00 0.59
H 3.89 -0.78 -2.87
H 0.95 -1.74 -2.97
H -2.21 0.37 2.97
H -1.08 -1.78 1.04
```

Values from the calculation:
- ΔE to the lowest compared entry with this formula, charge and spin: 656.15 kJ/mol
- E: -426.56594 Eh
- Largest force on an atom: 4.270 eV Å⁻¹
- Highest occupied orbital energy: -8.47 eV

Per-atom Löwdin charges, elementary charge units:
1 O -0.173
2 O -0.151
3 C -0.075
4 C -0.510
5 C -0.032
6 C -0.070
7 C -0.071
8 C 0.009
9 C -0.237
10 H 0.084
11 H 0.087
12 H 0.093
13 H 0.078
14 H 0.064
15 H 0.066
16 H 0.045
17 H 0.058
18 H 0.141
19 H 0.069
20 H 0.084
21 H 0.091
22 H 0.055
23 H 0.112
24 H 0.096
25 H 0.087